Entry 1:
The following is a quantum chemistry calculation of one molecule with the formula C4H9BrF2Si at a distorted geometry, from OMol25.

## Properties
HOMO energy = -8.54 eV
Molecular weight = 203.10 g/mol
E_tot = -3220.980273 hartree
Largest force on an atom = 3.43 eV Å⁻¹

Each line ends with the Löwdin charge.
Cartesian coordinates (Å):
C -0.631 -0.980 -0.788  -0.230
C -0.858 2.054 -0.199  -0.228
C -0.593 -0.076 2.298  -0.186
C -3.486 -1.213 -1.483  -0.446
F -4.601 -1.942 -1.263  -0.042
F -3.801 -0.257 -2.369  -0.030
Si -1.166 0.334 0.480  0.235
Br -3.341 -0.034 0.420  0.750
H -1.464 -1.305 -1.454  -0.024
H 0.161 -0.672 -1.372  -0.009
H -0.511 -1.926 -0.186  0.054
H -1.154 2.315 -1.242  0.050
H -1.305 2.827 0.440  0.030
H 0.224 2.119 -0.275  0.023
H 0.197 0.486 2.709  0.006
H -1.423 0.295 2.907  0.012
H -0.665 -1.174 2.270  0.034

Forces on the atoms, in the same order (eV/Å):
C -2.3 -1.3 2.2
C -0.3 0.3 -0.4
C -2.8 0.3 -1.9
C 0.0 -1.8 -1.7
F 0.0 1.0 -0.3
F -0.7 -0.3 0.3
Si 1.5 -0.5 -0.8
Br -1.4 1.0 2.0
H 0.5 0.8 0.5
H 2.2 0.3 -1.0
H 0.7 0.8 -0.7
H -0.3 -0.8 0.7
H 0.5 -0.1 0.0
H 0.4 0.4 0.5
H 1.7 -0.2 0.1
H -0.3 -0.3 0.0
H 0.8 0.4 0.6



Entry 2:
The following is a quantum chemistry calculation of an isolated ion of composition C4H9BrNO and charge +1 at a distorted geometry, from OMol25.

## Properties
HOMO energy (alpha / beta) = -9.99 / -14.85 eV
2S+1 = 3
Molecular weight = 167.03 g/mol
Charge = +1
E_tot = -2861.350153 hartree
Largest force on an atom = 6.26 eV Å⁻¹
Expectation value of S² = 2.013
Energy above the lowest of the compared OMol25 structures with the same formula, charge and spin = 0.739 eV

Each line ends with the Löwdin spin population.
Cartesian coordinates (Å):
C 1.006 -0.710 1.306  0.226
C 0.369 -0.677 0.164  0.114
C -0.240 1.797 0.356  0.028
C -0.465 0.464 -0.331  0.377
N 0.094 -1.861 -0.776  -0.004
O -0.318 0.575 -1.664  0.084
Br -2.410 -0.155 0.286  1.120
H 1.597 -1.614 1.624  0.014
H 1.105 0.129 1.880  0.020
H -0.284 2.664 -0.234  0.001
H 0.815 1.903 0.544  0.010
H -0.803 1.916 1.323  0.007
H 0.107 -1.292 -1.704  -0.001
H -0.836 -2.052 -0.342  0.001
H 0.892 -2.535 -0.633  0.000
H -0.630 1.448 -1.800  0.003

Forces on the atoms, in the same order (eV/Å):
C 1.8 -3.9 0.7
C -2.5 2.1 -2.5
C 0.2 -1.2 2.1
C 6.1 0.5 1.4
N 1.7 2.6 1.0
O -0.4 -1.1 -1.4
Br -4.1 -1.3 1.3
H -0.8 1.0 -0.2
H 0.2 2.0 1.3
H -1.3 1.1 -1.3
H 0.7 -0.4 0.8
H 0.5 0.0 -1.0
H -0.4 -1.9 1.2
H 0.4 -1.1 -1.4
H -1.5 0.4 -0.5
H -0.4 1.3 -1.5



Entry 3:
The following is a quantum chemistry calculation of a 2-piece molecular cluster, C4H9BrOS overall at a distorted geometry, from OMol25.

## Properties
HOMO energy = -8.39 eV
Molecular weight = 185.09 g/mol
E_tot = -3205.148703 hartree
Largest force on an atom = 3.49 eV Å⁻¹
SMILES string = C=CBr.CCSO
Energy above the lowest of the compared OMol25 structures with the same formula, charge and spin = 1.114 eV

Each line ends with the Löwdin charge.
Cartesian coordinates (Å):
C -4.706 -1.831 -0.625  -0.122
C -3.824 -0.863 -0.584  -0.726
Br -4.076 0.768 0.265  0.658
H -4.600 -2.816 -1.191  0.083
H -5.661 -1.680 -0.021  0.073
H -2.789 -0.738 -0.949  0.024
C 2.788 0.833 0.951  -0.137
C 1.765 0.063 0.019  -0.531
S 0.273 0.970 -0.303  0.819
O 0.781 2.253 -1.210  -0.488
H 3.680 0.262 1.097  0.049
H 3.268 1.625 0.509  0.016
H 2.260 1.249 1.926  0.116
H 1.533 -0.896 0.458  0.072
H 2.140 -0.325 -0.846  0.026
H 0.391 3.119 -0.912  0.066

Forces on the atoms, in the same order (eV/Å):
C -1.6 -1.4 0.3
C 1.8 0.3 -0.5
Br -0.6 0.9 0.8
H 0.1 1.6 0.9
H 1.2 -0.3 -1.1
H -0.8 -1.1 -0.4
C -2.5 -1.1 1.4
C 0.6 1.9 2.9
S -1.2 -0.5 0.5
O 0.1 1.3 -0.4
H 0.2 -1.2 1.0
H 0.2 2.5 -1.6
H 1.2 -1.3 -1.9
H -1.0 0.0 0.9
H 1.6 -0.2 -2.8
H 0.6 -1.5 0.1



Entry 4:
The following is a quantum chemistry calculation of C4H9Cl as an isolated structure at a distorted geometry, from OMol25.

## Properties
HOMO energy = -10.20 eV
Molecular weight = 92.57 g/mol
E_tot = -617.878827 hartree
Largest force on an atom = 4.62 eV Å⁻¹
Energy above the lowest of the compared OMol25 structures with the same formula, charge and spin = 3.408 eV

Each line ends with the Löwdin charge.
Cartesian coordinates (Å):
C 0.124 1.405 -0.335  -0.121
C 0.312 -0.030 0.250  -0.497
C 1.066 -1.224 -0.527  -0.034
C -0.968 -0.343 0.820  -0.400
H -1.089 1.807 -0.749  0.136
H 0.237 2.313 0.357  0.075
H 0.863 1.648 -1.110  0.049
H 0.643 0.053 1.297  0.139
H 2.228 -1.041 -0.746  0.119
H 1.129 -2.079 0.064  0.028
H 0.307 -1.203 -1.402  0.111
H -0.831 -1.353 0.877  0.032
H -1.366 0.355 1.550  0.082
Cl -2.654 -0.308 -0.345  0.282

Forces on the atoms, in the same order (eV/Å):
C -1.5 3.1 -1.0
C 1.0 2.4 -0.2
C -0.3 4.3 -1.7
C -3.4 0.3 -1.8
H 3.7 -2.2 0.9
H 0.3 -1.8 -0.1
H -0.4 -0.2 -0.1
H 1.5 0.3 -0.1
H -2.9 0.2 -0.1
H -0.8 -1.6 0.9
H 2.0 -1.1 0.7
H -1.3 -2.9 1.9
H 0.3 -0.7 0.3
Cl 1.6 -0.2 0.7



Entry 5:
The following is a quantum chemistry calculation of a 3-piece molecular cluster, C4H9ClFP overall at a distorted geometry, from OMol25.

## Properties
HOMO energy (alpha / beta) = -5.81 / -9.07 eV
2S+1 = 3
Molecular weight = 142.54 g/mol
E_tot = -1058.994028 hartree
Largest force on an atom = 6.95 eV Å⁻¹
Expectation value of S² = 2.005

Each line ends with the Löwdin spin population.
Cartesian coordinates (Å):
C -1.487 -0.929 -2.193  0.145
C -1.911 1.303 -0.792  0.777
C 2.412 -0.333 2.667  0.000
C 1.209 -0.870 2.618  0.002
F 0.632 -1.470 1.557  0.018
P -1.375 -0.201 -0.539  0.886
Cl 1.756 1.120 -2.016  0.034
H -1.296 -1.975 -2.114  0.000
H -0.990 -0.316 -2.896  0.010
H -2.552 -0.858 -2.270  0.033
H -1.864 1.922 0.086  0.038
H -2.425 1.566 -1.632  0.053
H 1.253 2.235 -1.523  0.003
H 3.174 -0.356 1.909  0.000
H 2.735 0.018 3.647  0.000
H 0.727 -0.854 3.490  0.000

Forces on the atoms, in the same order (eV/Å):
C 0.0 0.2 1.4
C 0.0 5.0 1.1
C 0.5 -0.4 0.1
C 2.5 0.2 -2.8
F 0.4 0.3 0.6
P 1.7 -6.5 1.7
Cl -0.4 1.0 0.4
H 0.7 -0.6 -0.5
H 0.6 0.1 -1.2
H -1.0 0.2 -0.6
H 0.0 0.9 -0.2
H -2.0 0.9 -1.8
H 0.4 -1.0 -0.4
H -0.1 0.1 -0.5
H -0.2 0.1 -0.3
H -2.9 -0.4 2.9



Entry 6:
The following is a quantum chemistry calculation of an isolated ion of composition C4H9ClN and charge +1 at a distorted geometry, from OMol25.

## Properties
HOMO energy = -15.16 eV
Molecular weight = 106.58 g/mol
Charge = +1
E_tot = -672.413635 hartree
Largest force on an atom = 3.66 eV Å⁻¹
SMILES string = C[N+]1(C)C[C@H]1Cl
Energy above the lowest of the compared OMol25 structures with the same formula, charge and spin = 1.430 eV

Each line ends with the Löwdin charge.
Cartesian coordinates (Å):
C 0.940 0.525 0.777  -0.029
N -0.088 0.013 -0.089  -0.255
C -0.031 -1.297 -0.774  -0.001
C -0.868 1.077 -0.712  -0.151
C -1.695 0.627 0.440  -0.541
Cl -3.048 -0.285 0.216  0.857
H 1.608 1.310 0.328  0.125
H 0.499 0.984 1.724  0.124
H 1.537 -0.402 1.026  0.121
H 0.505 -1.999 -0.038  0.128
H -1.099 -1.775 -0.843  0.114
H 0.506 -1.293 -1.698  0.095
H -1.388 0.826 -1.635  0.127
H -0.601 2.207 -0.811  0.182
H -1.576 1.060 1.423  0.104

Forces on the atoms, in the same order (eV/Å):
C 1.9 -0.6 1.9
N -2.5 1.4 -0.6
C -1.0 -2.2 2.7
C -2.1 2.3 -0.6
C 2.3 0.3 -0.8
Cl -0.7 -0.8 -0.1
H -0.7 -0.9 0.0
H 0.6 -0.8 -1.2
H -0.3 1.4 0.2
H -0.6 1.0 -1.2
H 1.9 1.3 -0.2
H 0.1 0.3 -0.6
H 0.5 -0.4 -0.1
H 0.5 -2.3 0.7
H 0.2 -0.1 0.0



What is the formula in the first record?
C4H9BrF2Si



Copy entry 2 word for word.
The following is a quantum chemistry calculation of an isolated ion of composition C4H9BrNO and charge +1 at a distorted geometry, from OMol25.

## Properties
HOMO energy (alpha / beta) = -9.99 / -14.85 eV
2S+1 = 3
Molecular weight = 167.03 g/mol
Charge = +1
E_tot = -2861.350153 hartree
Largest force on an atom = 6.26 eV Å⁻¹
Expectation value of S² = 2.013
Energy above the lowest of the compared OMol25 structures with the same formula, charge and spin = 0.739 eV

Each line ends with the Löwdin spin population.
Cartesian coordinates (Å):
C 1.006 -0.710 1.306  0.226
C 0.369 -0.677 0.164  0.114
C -0.240 1.797 0.356  0.028
C -0.465 0.464 -0.331  0.377
N 0.094 -1.861 -0.776  -0.004
O -0.318 0.575 -1.664  0.084
Br -2.410 -0.155 0.286  1.120
H 1.597 -1.614 1.624  0.014
H 1.105 0.129 1.880  0.020
H -0.284 2.664 -0.234  0.001
H 0.815 1.903 0.544  0.010
H -0.803 1.916 1.323  0.007
H 0.107 -1.292 -1.704  -0.001
H -0.836 -2.052 -0.342  0.001
H 0.892 -2.535 -0.633  0.000
H -0.630 1.448 -1.800  0.003

Forces on the atoms, in the same order (eV/Å):
C 1.8 -3.9 0.7
C -2.5 2.1 -2.5
C 0.2 -1.2 2.1
C 6.1 0.5 1.4
N 1.7 2.6 1.0
O -0.4 -1.1 -1.4
Br -4.1 -1.3 1.3
H -0.8 1.0 -0.2
H 0.2 2.0 1.3
H -1.3 1.1 -1.3
H 0.7 -0.4 0.8
H 0.5 0.0 -1.0
H -0.4 -1.9 1.2
H 0.4 -1.1 -1.4
H -1.5 0.4 -0.5
H -0.4 1.3 -1.5



Repeat the fourth record exactly.
The following is a quantum chemistry calculation of C4H9Cl as an isolated structure at a distorted geometry, from OMol25.

## Properties
HOMO energy = -10.20 eV
Molecular weight = 92.57 g/mol
E_tot = -617.878827 hartree
Largest force on an atom = 4.62 eV Å⁻¹
Energy above the lowest of the compared OMol25 structures with the same formula, charge and spin = 3.408 eV

Each line ends with the Löwdin charge.
Cartesian coordinates (Å):
C 0.124 1.405 -0.335  -0.121
C 0.312 -0.030 0.250  -0.497
C 1.066 -1.224 -0.527  -0.034
C -0.968 -0.343 0.820  -0.400
H -1.089 1.807 -0.749  0.136
H 0.237 2.313 0.357  0.075
H 0.863 1.648 -1.110  0.049
H 0.643 0.053 1.297  0.139
H 2.228 -1.041 -0.746  0.119
H 1.129 -2.079 0.064  0.028
H 0.307 -1.203 -1.402  0.111
H -0.831 -1.353 0.877  0.032
H -1.366 0.355 1.550  0.082
Cl -2.654 -0.308 -0.345  0.282

Forces on the atoms, in the same order (eV/Å):
C -1.5 3.1 -1.0
C 1.0 2.4 -0.2
C -0.3 4.3 -1.7
C -3.4 0.3 -1.8
H 3.7 -2.2 0.9
H 0.3 -1.8 -0.1
H -0.4 -0.2 -0.1
H 1.5 0.3 -0.1
H -2.9 0.2 -0.1
H -0.8 -1.6 0.9
H 2.0 -1.1 0.7
H -1.3 -2.9 1.9
H 0.3 -0.7 0.3
Cl 1.6 -0.2 0.7



Which formula does entry 2 have?
C4H9BrNO